Formula: C26H41As3BN6Tc
Source: OMol25
Level of theory: ωB97M-V/def2-TZVPD

Summary:
Gap between HOMO and LUMO (alpha / beta) in eV: 2.203 / 2.738
E_HOMO (alpha / beta) in eV: -14.30 / -14.31
<S²>: 1.196
Relative energy (zero: lowest compared OMol25 entry of this formula, charge and spin) in kcal/mol: 86.55
E in eV: -221930.585

Structure (ORCA input):
```
! wB97M-V def2-TZVPD RIJCOSX def2/J DEFGRID3
* xyz 3 2
Tc 1.108 0.940 -0.200
N -1.314 3.827 2.598
C -0.927 3.192 1.498
N 0.089 2.371 1.442
C 0.862 2.209 2.587
N 1.987 1.565 2.539
N 2.365 1.102 1.359
C 3.568 0.607 1.227
C 3.969 0.323 -0.106
C 5.294 0.034 -0.457
C 5.667 0.084 -1.784
C 4.697 0.415 -2.730
C 3.388 0.593 -2.322
N 3.000 0.512 -1.048
C 0.415 2.759 3.843
C 1.053 2.496 5.061
C 0.578 3.061 6.224
C -0.539 3.897 6.194
C -1.188 4.171 5.005
C -0.714 3.603 3.827
H -2.071 4.500 2.568
H -1.490 3.364 0.591
H 4.241 0.558 2.074
H 6.008 -0.170 0.323
H 6.691 -0.096 -2.069
H 4.950 0.542 -3.770
H 2.616 0.846 -3.037
H 1.916 1.850 5.069
H 1.069 2.861 7.164
H -0.905 4.331 7.109
H -2.052 4.817 4.993
C 1.157 -1.540 2.842
As 0.014 -0.794 1.445
C -1.439 -0.095 2.567
C -0.811 -2.491 0.856
C -1.628 -2.517 -0.444
C -2.739 -1.473 -0.385
C -0.720 -2.275 -1.651
As -0.163 -0.421 -2.125
C -1.680 0.338 -3.120
C 0.843 -0.988 -3.706
C -2.232 -3.937 -0.501
As -3.239 -4.725 -2.067
C -1.825 -5.328 -3.292
C -4.136 -3.325 -3.126
H 0.594 -2.287 3.408
H 1.486 -0.752 3.524
H 2.038 -2.016 2.404
H -1.952 -0.933 3.041
H -2.170 0.477 1.995
H -1.027 0.529 3.359
H -1.454 -2.801 1.687
H 0.007 -3.215 0.784
H -2.303 -0.475 -0.245
H -3.417 -1.677 0.442
H -3.322 -1.473 -1.305
H -1.213 -2.660 -2.551
H 0.208 -2.847 -1.528
H -2.106 -0.405 -3.799
H -1.278 1.154 -3.724
H -2.466 0.743 -2.486
H 0.251 -1.723 -4.257
H 1.792 -1.448 -3.439
H 1.029 -0.151 -4.378
H -2.921 -4.045 0.341
H -1.433 -4.671 -0.355
H -0.946 -5.642 -2.733
H -1.564 -4.551 -4.011
H -2.188 -6.191 -3.850
H -4.932 -2.855 -2.553
H -4.590 -3.809 -3.990
H -3.426 -2.577 -3.479
B 0.105 4.505 -2.826
C 0.612 3.360 -2.017
N 0.932 2.430 -1.372
H 0.235 5.514 -2.209
H 0.713 4.659 -3.835
H -1.022 4.244 -3.107
*
```



Formula: C35H29GeN6O2PdS
Source: OMol25
Level of theory: ωB97M-V/def2-TZVPD

Summary:
Gap between HOMO and LUMO (alpha / beta) in eV: 5.839 / 7.389
E_HOMO (alpha / beta) in eV: -3.40 / -4.96
<S²>: 2.013
E in eV: -120631.474

Structure (ORCA input):
```
! wB97M-V def2-TZVPD RIJCOSX def2/J DEFGRID3
* xyz -1 3
Pd 0.067 -0.711 0.283
N -1.650 -2.323 -6.808
C -1.235 -2.603 -5.494
C -1.249 -1.603 -4.522
C -0.802 -1.863 -3.239
C -0.328 -3.126 -2.915
C -0.293 -4.122 -3.876
C -0.750 -3.864 -5.159
S 0.222 -3.462 -1.267
O -0.920 -3.245 -0.406
O 0.801 -4.785 -1.277
N 1.269 -2.310 -0.869
C 2.428 -2.155 -1.554
N 2.637 -2.784 -2.729
C 3.767 -2.520 -3.359
C 4.727 -1.646 -2.872
C 4.432 -1.071 -1.644
N 3.318 -1.309 -0.976
H -2.314 -1.567 -6.869
H -1.981 -3.133 -7.308
H -1.607 -0.611 -4.776
H -0.798 -1.076 -2.491
H 0.107 -5.091 -3.611
H -0.719 -4.645 -5.912
H 3.914 -3.034 -4.306
H 5.644 -1.436 -3.402
H 5.134 -0.390 -1.170
C 0.257 0.921 -0.920
Ge -0.482 2.102 0.351
C -1.745 3.473 -0.295
C -2.521 4.281 0.539
C -3.439 5.183 0.020
C -3.605 5.292 -1.355
C -2.852 4.490 -2.200
C -1.934 3.590 -1.671
C 0.771 2.908 1.619
C 1.791 2.108 2.142
C 2.697 2.610 3.064
C 2.604 3.932 3.482
C 1.608 4.746 2.963
C 0.701 4.235 2.041
C -1.581 0.821 1.396
C -1.597 0.826 2.801
C -2.461 0.013 3.515
C -3.329 -0.844 2.840
C -3.335 -0.864 1.456
C -2.484 -0.025 0.738
H 1.023 1.161 -1.654
H -2.428 4.195 1.617
H -4.031 5.796 0.689
H -4.322 5.993 -1.763
H -2.983 4.562 -3.273
H -1.351 2.961 -2.336
H 1.873 1.077 1.807
H 3.479 1.969 3.454
H 3.309 4.327 4.203
H 1.534 5.781 3.275
H -0.062 4.891 1.637
H -0.915 1.476 3.339
H -2.455 0.034 4.599
H -3.996 -1.491 3.397
H -4.001 -1.530 0.921
H -2.545 -0.014 -0.345
N -0.822 -2.499 6.672
C -0.178 -2.357 5.731
C 0.631 -2.177 4.547
C 2.003 -1.975 4.648
C 2.728 -1.809 3.482
C 2.052 -1.837 2.268
N 0.731 -2.014 2.179
C 0.032 -2.192 3.292
H 2.481 -1.950 5.618
H 3.797 -1.653 3.505
H 2.567 -1.697 1.321
H -1.033 -2.340 3.176
*
```



Formula: C8H15F3O2S
Source: OMol25
Level of theory: ωB97M-V/def2-TZVPD

Summary:
Gap between HOMO and LUMO (alpha / beta) in eV: 7.951 / 7.954
E_HOMO (alpha / beta) in eV: -7.50 / -7.50
Relative energy (zero: lowest compared OMol25 entry of this formula, charge and spin) in kcal/mol: 0.00
E in eV: -31617.492

Structure (ORCA input):
```
! wB97M-V def2-TZVPD RIJCOSX def2/J DEFGRID3
* xyz 0 1
C -3.718 -1.127 -0.780
C 1.129 2.958 -0.523
C 3.225 -0.497 -0.557
C -2.287 -1.496 -0.466
C -0.046 1.933 -0.367
C 2.333 -1.485 0.250
C -0.233 -0.380 -0.366
C -0.564 -0.163 2.202
O -1.436 -0.328 -0.709
O 0.585 0.690 -0.516
F -0.486 -1.459 2.673
F -1.436 0.513 2.966
F 0.602 0.422 2.532
S 0.722 -1.813 -0.531
H -3.575 -0.597 -1.769
H -4.281 -2.146 -1.049
H -4.271 -0.488 -0.182
H 1.327 3.421 0.454
H 2.049 2.372 -0.547
H 0.984 3.667 -1.265
H 2.837 0.469 -0.277
H 4.282 -0.320 -0.255
H 3.025 -0.560 -1.644
H -1.955 -2.261 -1.079
H -2.261 -1.700 0.610
H -0.942 2.200 -1.048
H -0.416 1.990 0.738
H 1.979 -1.382 1.281
H 2.828 -2.433 0.225
*
```



Formula: C28H38N2P2Rh
Source: OMol25
Level of theory: ωB97M-V/def2-TZVPD

Summary:
Gap between HOMO and LUMO (alpha / beta) in eV: 5.746 / 5.074
E_HOMO (alpha / beta) in eV: -7.92 / -9.97
<S²>: 6.045
E in eV: -54207.943

Structure (ORCA input):
```
! wB97M-V def2-TZVPD RIJCOSX def2/J DEFGRID3
* xyz 1 5
C -4.229 -1.954 -1.668
C -3.337 -0.901 -1.846
C -3.622 0.331 -1.167
C -4.550 0.379 -0.057
C -5.301 -0.801 0.209
C -5.194 -1.901 -0.636
C -4.589 1.574 0.682
C -3.656 2.598 0.442
C -2.764 2.431 -0.678
C -1.670 3.328 -0.912
C -1.595 4.497 -0.167
C -2.493 4.698 0.905
C -3.438 3.740 1.260
H -4.191 -2.828 -2.329
H -5.927 -0.804 1.111
H -5.803 -2.787 -0.450
H -5.242 1.654 1.556
H -0.855 5.266 -0.436
H -2.364 5.600 1.504
H -4.035 3.825 2.168
N -2.962 1.431 -1.547
Rh 0.770 -0.360 -0.138
C -2.026 -1.011 -2.611
H -1.776 -0.018 -2.999
H -2.117 -1.738 -3.432
C -0.602 2.896 -1.896
H -1.070 2.270 -2.667
H -0.126 3.778 -2.344
P -0.579 -1.580 -1.525
P 0.777 1.818 -1.206
C 1.903 2.994 -0.346
H 2.747 2.415 0.060
H 2.282 3.733 -1.070
H 1.364 3.509 0.464
C 1.757 1.424 -2.701
H 2.263 2.341 -3.042
H 2.512 0.665 -2.448
H 1.091 1.053 -3.493
C -1.221 -3.105 -0.744
H -1.464 -3.854 -1.502
H -0.486 -3.503 -0.037
H -2.120 -2.835 -0.190
C 0.559 -2.299 -2.763
H 1.416 -2.746 -2.251
H 0.010 -3.075 -3.303
H 0.922 -1.547 -3.467
H -0.374 -1.197 0.463
H -0.123 0.983 0.258
C 2.346 0.968 3.693
N 1.615 -0.199 4.251
C 0.589 0.234 5.236
C 1.019 -1.112 3.203
C 2.109 -1.597 2.297
C 3.117 -2.404 2.858
C 4.176 -2.868 2.083
C 4.282 -2.491 0.751
C 3.300 -1.684 0.180
C 2.218 -1.274 0.945
H 1.670 1.585 3.087
H 3.186 0.615 3.094
H 2.715 1.539 4.550
H 2.314 -0.784 4.741
H -0.160 0.852 4.728
H 0.121 -0.660 5.655
H 1.095 0.807 6.017
H 0.575 -1.924 3.790
H 0.195 -0.576 2.727
H 3.060 -2.722 3.909
H 4.916 -3.540 2.516
H 5.114 -2.844 0.149
H 3.346 -1.414 -0.865
*
```



Formula: C12H17N
Source: OMol25
Level of theory: ωB97M-V/def2-TZVPD

Summary:
Gap between HOMO and LUMO (alpha / beta) in eV: 2.952 / 6.352
E_HOMO (alpha / beta) in eV: 0.65 / -2.83
<S²>: 0.769
Relative energy (zero: lowest compared OMol25 entry of this formula, charge and spin) in kcal/mol: 8.94
E in eV: -14208.646

Structure (ORCA input):
```
! wB97M-V def2-TZVPD RIJCOSX def2/J DEFGRID3
* xyz -1 2
C -1.539 -2.456 1.673
C -1.695 0.084 -1.036
C -1.941 -0.322 0.288
C -1.498 -1.672 0.388
C -1.082 -2.079 -0.862
C -1.915 1.382 -1.520
C -2.272 2.374 -0.550
C -2.412 2.023 0.790
C -2.294 0.706 1.245
N -1.134 -0.981 -1.717
H -1.780 1.592 -2.573
H -2.335 3.433 -0.795
H -1.165 -0.979 -2.722
H -2.606 2.815 1.500
H -0.678 -3.048 -1.132
H -2.391 0.443 2.287
H -2.450 -3.037 1.801
H -1.432 -1.762 2.503
H -0.681 -3.145 1.708
C 2.865 1.013 -0.119
C 3.262 0.215 -1.373
C 3.004 0.194 1.183
H 1.790 1.191 -0.133
H 3.337 1.983 -0.207
H 2.387 -0.319 -1.732
H 3.593 0.850 -2.205
H 3.059 -0.854 0.906
H 2.090 0.371 1.760
H 4.113 -0.446 -1.243
H 3.800 0.428 1.887
*
```



Formula: C58H137NO3
Source: OMol25
Level of theory: ωB97M-V/def2-TZVPD

Summary:
Gap between HOMO and LUMO in eV: 10.138
E_HOMO in eV: -9.80
SMILES: CC(N)=O.CCCCCC.CCCCCC.CCCCCC.CCCCCC.CCCCCC.CCCCCC.CCCCCC.CCCCCC.CCCCCC.OCCO
E in eV: -69995.495

Structure (ORCA input):
```
! wB97M-V def2-TZVPD RIJCOSX def2/J DEFGRID3
* xyz 0 1
C 2.133 5.103 1.276
C 2.490 6.507 1.922
N 1.781 7.617 1.593
O 3.386 6.636 2.734
H 2.057 5.064 0.190
H 1.224 4.655 1.678
H 2.956 4.441 1.548
H 1.191 7.588 0.774
H 1.976 8.501 2.041
C 13.392 -1.901 -1.242
C 11.976 -1.639 -1.566
C 11.065 -2.381 -0.592
C 9.611 -2.421 -1.002
C 8.938 -3.611 -0.392
C 7.376 -3.632 -0.322
H 13.585 -2.972 -1.188
H 13.696 -1.707 -0.213
H 14.116 -1.466 -1.930
H 11.720 -0.580 -1.539
H 11.794 -1.943 -2.596
H 11.127 -1.920 0.393
H 11.377 -3.424 -0.527
H 9.112 -1.511 -0.671
H 9.474 -2.412 -2.083
H 9.107 -4.469 -1.042
H 9.289 -3.851 0.612
H 6.948 -4.620 -0.152
H 6.986 -3.055 0.516
H 6.778 -3.222 -1.136
C -1.605 9.254 6.922
C -1.358 8.214 5.866
C -2.683 7.797 5.192
C -2.224 6.577 4.325
C -3.494 5.861 3.708
C -3.204 4.834 2.571
H -2.021 10.099 6.374
H -0.650 9.516 7.376
H -2.302 8.909 7.685
H -0.555 8.495 5.184
H -0.951 7.346 6.385
H -3.030 8.624 4.574
H -3.416 7.484 5.936
H -1.626 6.992 3.514
H -1.567 5.995 4.972
H -4.092 5.366 4.474
H -4.169 6.559 3.213
H -4.142 4.403 2.221
H -2.737 5.347 1.729
H -2.539 4.078 2.989
C -8.197 2.914 8.346
C -7.788 2.407 6.953
C -8.013 0.926 6.736
C -7.897 0.634 5.184
C -8.095 -0.785 4.738
C -7.137 -1.412 3.761
H -9.264 2.716 8.449
H -7.910 3.954 8.502
H -7.716 2.325 9.127
H -8.212 3.015 6.153
H -6.737 2.680 6.863
H -9.022 0.545 6.896
H -7.203 0.370 7.208
H -8.772 1.097 4.728
H -7.013 1.062 4.711
H -8.123 -1.526 5.536
H -9.128 -0.994 4.456
H -6.731 -0.694 3.049
H -6.243 -1.592 4.357
H -7.652 -2.233 3.262
C 1.128 -0.975 1.898
C -0.244 -1.326 1.285
C -0.683 -0.270 0.247
C -2.209 -0.176 -0.133
C -2.339 0.894 -1.288
C -3.688 1.409 -1.818
H 1.109 -1.318 2.933
H 1.234 0.109 1.862
H 1.967 -1.430 1.371
H -0.329 -2.368 0.976
H -0.918 -1.238 2.137
H -0.064 -0.519 -0.614
H -0.342 0.694 0.626
H -2.594 -1.122 -0.513
H -2.773 0.202 0.719
H -2.000 1.820 -0.824
H -1.659 0.672 -2.111
H -4.313 1.806 -1.018
H -3.479 2.275 -2.445
H -4.421 0.788 -2.333
C 0.728 -6.359 4.890
C 1.130 -7.378 3.811
C 1.941 -8.613 4.287
C 1.082 -9.820 4.783
C 1.803 -10.870 5.593
C 1.057 -12.223 5.677
H 0.621 -5.357 4.475
H 1.446 -6.409 5.709
H -0.228 -6.675 5.307
H 0.144 -7.668 3.447
H 1.725 -6.808 3.097
H 2.740 -8.407 5.000
H 2.484 -9.043 3.446
H 0.330 -9.485 5.498
H 0.662 -10.345 3.925
H 2.786 -11.150 5.217
H 2.039 -10.573 6.615
H 1.586 -12.979 6.257
H 0.092 -12.128 6.175
H 0.961 -12.603 4.661
C 1.869 -1.044 -6.000
C 2.665 -1.776 -4.921
C 3.536 -2.997 -5.548
C 4.839 -2.630 -6.130
C 5.953 -2.079 -5.234
C 7.186 -1.692 -6.092
H 2.507 -0.600 -6.764
H 1.298 -0.225 -5.562
H 1.216 -1.694 -6.581
H 3.204 -1.034 -4.332
H 1.969 -2.142 -4.166
H 2.957 -3.659 -6.191
H 3.952 -3.711 -4.837
H 5.209 -3.481 -6.701
H 4.732 -2.018 -7.025
H 5.596 -1.168 -4.753
H 6.213 -2.775 -4.437
H 7.970 -1.340 -5.422
H 7.644 -2.585 -6.519
H 6.953 -1.084 -6.967
C 4.165 6.114 11.123
C 3.360 5.611 9.967
C 4.273 4.722 9.046
C 3.529 4.120 7.888
C 4.207 2.858 7.296
C 3.594 2.385 5.952
H 4.742 5.282 11.526
H 3.597 6.577 11.931
H 4.851 6.933 10.908
H 2.418 5.137 10.242
H 3.157 6.389 9.231
H 4.677 3.965 9.717
H 5.057 5.416 8.745
H 2.465 3.975 8.074
H 3.379 4.812 7.060
H 5.288 2.910 7.163
H 4.098 2.034 8.001
H 2.527 2.164 5.987
H 3.716 2.886 4.992
H 3.965 1.380 5.750
C -2.929 3.353 -7.777
C -2.208 2.076 -8.156
C -2.379 1.714 -9.591
C -1.425 0.569 -10.039
C -1.190 0.452 -11.576
C -2.291 -0.381 -12.294
H -2.912 3.564 -6.708
H -4.010 3.269 -7.895
H -2.439 4.210 -8.239
H -1.154 2.229 -7.923
H -2.576 1.322 -7.459
H -2.171 2.583 -10.216
H -3.408 1.367 -9.683
H -0.422 0.904 -9.776
H -1.584 -0.306 -9.409
H -0.922 1.372 -12.097
H -0.205 -0.009 -11.654
H -2.859 -0.958 -11.564
H -2.947 0.226 -12.917
H -1.703 -1.126 -12.830
C -0.467 -7.180 -8.062
C -1.853 -6.688 -8.125
C -2.307 -5.569 -7.229
C -3.848 -5.349 -7.246
C -4.165 -3.850 -6.923
C -3.698 -3.223 -5.573
H 0.227 -6.348 -7.944
H -0.151 -7.541 -9.041
H -0.348 -8.002 -7.357
H -1.978 -6.331 -9.147
H -2.582 -7.497 -8.149
H -1.795 -4.641 -7.481
H -1.999 -5.877 -6.230
H -4.337 -5.540 -8.202
H -4.331 -6.002 -6.520
H -3.770 -3.237 -7.733
H -5.252 -3.847 -7.009
H -4.108 -2.317 -5.127
H -3.394 -3.959 -4.828
H -2.684 -2.870 -5.759
O -10.607 5.793 -2.692
C -9.454 6.161 -2.000
C -8.188 5.225 -2.395
O -7.522 5.483 -3.670
H -11.215 6.525 -2.565
H -9.267 7.165 -2.379
H -9.666 6.152 -0.931
H -8.497 4.181 -2.441
H -7.467 5.406 -1.598
H -8.036 5.840 -4.397
*
```



Which value of E does entry 1 give?
-221930.585 eV



What is the formula in the fourth record?
C28H38N2P2Rh



Which of these has the lowest E?
C26H41As3BN6Tc